1.
Entry from the Open Molecules 2025 dataset: an isolated molecule of C17H21N3O5 (ωB97M-V with the def2-TZVPD basis set).

XYZ file:
```
46
Properties=species:S:1:pos:R:3:nbo_charge:R:1
C 5.365 6.377 1.380 -0.24
O 5.348 4.981 1.527 -0.54
C 4.149 4.399 1.083 -0.07
C 4.235 2.893 1.332 -0.24
N 3.033 2.211 0.880 -0.46
C 3.048 1.693 -0.402 0.80
O 3.999 1.783 -1.142 -0.61
N 1.901 1.048 -0.792 -0.61
C 0.769 0.914 -0.025 0.28
C -0.356 0.244 -0.498 -0.27
C -1.484 0.145 0.302 -0.08
C -2.733 -0.536 -0.165 0.66
O -3.838 -0.142 0.150 -0.61
N -2.529 -1.594 -0.985 -0.61
C -3.611 -2.458 -1.390 -0.24
C -3.502 -3.818 -0.681 0.09
C -4.554 -4.821 -1.171 -0.43
C -3.783 -5.628 -2.216 -0.43
C -2.381 -5.632 -1.613 -0.06
O -2.223 -4.379 -0.972 -0.55
C -1.496 0.725 1.573 -0.21
C -0.380 1.375 2.049 -0.11
C 0.765 1.473 1.258 -0.23
C 1.953 2.173 1.758 0.68
O 2.024 2.686 2.852 -0.58
H 5.256 6.668 0.328 0.16
H 6.330 6.716 1.752 0.19
H 4.562 6.848 1.961 0.17
H 4.002 4.591 0.007 0.17
H 3.291 4.817 1.633 0.17
H 5.088 2.485 0.788 0.24
H 4.349 2.715 2.403 0.23
H 1.915 0.665 -1.729 0.42
H -0.346 -0.167 -1.497 0.22
H -1.613 -2.012 -1.046 0.41
H -4.545 -1.961 -1.122 0.24
H -3.566 -2.605 -2.474 0.19
H -3.566 -3.649 0.402 0.19
H -4.867 -5.468 -0.352 0.21
H -5.428 -4.321 -1.579 0.22
H -3.782 -5.110 -3.175 0.20
H -4.177 -6.631 -2.355 0.22
H -2.281 -6.437 -0.872 0.16
H -1.585 -5.734 -2.354 0.19
H -2.396 0.654 2.162 0.24
H -0.359 1.825 3.029 0.24
```

Structure (SMILES): COCCn1c(=O)[nH]c2cc(C(=O)NC[C@H]3CCCO3)ccc2c1=O
Multiplicity: 1
Energy, Eh: -1200.94479
Energy relative to the best compared isomer or geometry (same formula, charge and spin), kcal/mol: 24.9

2.
Entry from the Open Molecules 2025 dataset: an isolated molecule of C17H21N5O6 (ωB97M-V with the def2-TZVPD basis set).

XYZ file:
```
49
Properties=species:S:1:pos:R:3:nbo_charge:R:1
C 4.736 -0.507 1.136 -0.40
C 3.934 -1.602 1.807 -0.40
C 2.485 -1.648 1.290 -0.23
N 1.823 -0.371 1.104 -0.31
C 0.508 -0.401 0.776 0.58
C -0.425 0.816 0.628 -0.29
C -1.560 0.611 1.603 -0.41
C -2.357 -0.665 1.362 -0.42
C -1.612 -1.683 0.472 -0.40
C -0.128 -1.757 0.853 -0.52
C 2.583 0.906 1.037 -0.25
C 4.068 0.847 1.371 -0.41
H 5.743 -0.481 1.564 0.23
H 4.840 -0.710 0.063 0.21
H 4.373 -2.589 1.624 0.23
H 3.924 -1.439 2.891 0.21
H 2.488 -2.200 0.323 0.22
H 1.928 -2.258 2.022 0.22
H 0.222 1.679 0.897 0.25
H -1.162 0.650 2.607 0.20
H -2.197 1.479 1.499 0.27
H -2.537 -1.091 2.374 0.21
H -3.344 -0.468 0.903 0.24
H -2.072 -2.678 0.554 0.23
H -1.671 -1.352 -0.564 0.22
H 0.380 -2.495 0.167 0.26
H -0.051 -2.132 1.916 0.25
H 2.460 1.317 0.010 0.26
H 2.102 1.630 1.727 0.22
H 4.187 1.109 2.425 0.21
H 4.567 1.628 0.792 0.24
O -3.624 -1.387 -4.428 -0.40
N -4.018 -0.544 -3.597 0.51
O -5.229 -0.284 -3.403 -0.44
C -3.055 0.176 -2.791 -0.15
C -3.530 1.132 -1.829 -0.07
C -2.636 1.598 -0.867 -0.08
N -2.976 2.856 -0.219 0.49
O -4.092 3.377 -0.431 -0.41
O -2.112 3.377 0.544 -0.48
C -1.077 1.248 -0.712 -0.28
C -0.758 0.462 -1.916 0.07
N 0.536 0.352 -2.393 0.37
O 1.580 0.884 -2.080 -0.47
O 0.421 -0.435 -3.585 -0.18
N -0.906 -0.673 -3.918 -0.07
C -1.640 -0.075 -2.883 0.10
H -4.557 1.538 -1.904 0.29
H -0.562 2.253 -0.818 0.27
```

Multiplicity: 1
Energy, Eh: -1385.19422
Energy relative to the best compared isomer or geometry (same formula, charge and spin), kcal/mol: 201.8

3.
Entry from the Open Molecules 2025 dataset: an isolated molecule of C17H21NO4 (ωB97M-V with the def2-TZVPD basis set).

XYZ file:
```
43
Properties=species:S:1:pos:R:3:nbo_charge:R:1
C -6.589 -1.864 1.187 -0.60
C -5.856 -1.115 0.081 -0.40
C -5.638 0.352 0.446 -0.40
C -5.035 1.182 -0.688 -0.39
C -3.647 0.735 -1.145 -0.40
C -2.601 0.820 -0.038 -0.51
C -1.205 0.604 -0.571 0.81
O -0.905 0.481 -1.725 -0.58
O -0.331 0.593 0.458 -0.50
C 1.030 0.408 0.271 0.28
C 1.563 -0.453 -0.678 -0.25
C 2.934 -0.604 -0.768 -0.20
C 3.770 0.086 0.099 0.19
N 5.177 -0.077 0.005 -0.51
C 6.069 0.984 0.065 0.71
O 5.764 2.137 0.199 -0.56
C 7.468 0.421 -0.082 -0.51
C 7.284 -1.082 -0.221 -0.51
C 5.789 -1.312 -0.154 0.71
O 5.216 -2.365 -0.214 -0.56
C 3.235 0.934 1.061 -0.21
C 1.867 1.099 1.140 -0.23
H -6.731 -2.907 0.915 0.21
H -6.021 -1.826 2.115 0.20
H -7.566 -1.421 1.367 0.20
H -4.895 -1.600 -0.099 0.19
H -6.436 -1.173 -0.843 0.20
H -5.003 0.414 1.332 0.19
H -6.604 0.791 0.711 0.20
H -5.708 1.141 -1.548 0.20
H -4.980 2.225 -0.364 0.20
H -3.326 1.373 -1.971 0.22
H -3.687 -0.285 -1.527 0.21
H -2.625 1.804 0.436 0.23
H -2.779 0.078 0.742 0.23
H 0.917 -0.993 -1.351 0.24
H 3.351 -1.270 -1.506 0.23
H 7.940 0.879 -0.952 0.25
H 8.055 0.703 0.792 0.24
H 7.763 -1.649 0.578 0.25
H 7.659 -1.475 -1.166 0.24
H 3.884 1.472 1.732 0.23
H 1.432 1.756 1.876 0.23
```

Structure (SMILES): CCCCCCC(=O)Oc1ccc(N2C(=O)CCC2=O)cc1
Multiplicity: 1
Energy, Eh: -1016.17317
Energy relative to the best compared isomer or geometry (same formula, charge and spin), kcal/mol: 3.5

4.
Entry from the Open Molecules 2025 dataset: an isolated molecule of C17H21NO4S (ωB97M-V with the def2-TZVPD basis set).

XYZ file:
```
44
Properties=species:S:1:pos:R:3:nbo_charge:R:1
C -0.904 -0.237 -2.368 -0.60
C -1.870 0.927 -2.138 -0.43
C -1.807 1.418 -0.721 -0.01
C -0.853 2.377 -0.380 -0.21
C -0.747 2.875 0.903 -0.15
C -1.627 2.451 1.886 -0.21
C -2.575 1.497 1.572 -0.19
C -2.644 0.973 0.292 -0.26
S -3.843 -0.364 0.156 2.16
O -5.092 0.079 0.714 -0.94
O -3.882 -0.956 -1.154 -0.95
C -3.172 -1.664 1.315 -0.67
C -1.767 -1.905 0.972 0.28
C -1.150 -2.905 0.265 -0.30
C 0.202 -2.526 0.146 -0.26
C 0.323 -1.314 0.784 0.17
C 1.439 -0.363 0.964 0.63
O 1.359 0.616 1.680 -0.61
N 2.546 -0.674 0.248 -0.60
C 3.730 0.163 0.232 -0.06
C 4.963 -0.677 0.551 -0.61
C 3.864 0.859 -1.122 -0.61
O -0.875 -0.953 1.290 -0.38
H 0.093 0.012 -2.006 0.20
H -0.845 -0.468 -3.428 0.21
H -1.260 -1.120 -1.846 0.22
H -1.600 1.752 -2.802 0.21
H -2.878 0.597 -2.378 0.25
H -0.181 2.732 -1.149 0.21
H 0.018 3.599 1.138 0.22
H -1.563 2.848 2.886 0.22
H -3.281 1.150 2.310 0.23
H -3.299 -1.264 2.316 0.25
H -3.792 -2.540 1.159 0.27
H -1.609 -3.793 -0.119 0.24
H 0.971 -3.089 -0.344 0.22
H 2.538 -1.472 -0.365 0.39
H 3.572 0.911 1.015 0.23
H 5.845 -0.044 0.596 0.21
H 4.843 -1.174 1.510 0.22
H 5.119 -1.432 -0.217 0.20
H 3.994 0.126 -1.916 0.20
H 4.723 1.523 -1.119 0.21
H 2.972 1.446 -1.330 0.22
```

Structure (SMILES): CCc1ccccc1S(=O)(=O)Cc1ccc(C(=O)NC(C)C)o1
Multiplicity: 1
Energy, Eh: -1414.29243
Energy relative to the best compared isomer or geometry (same formula, charge and spin), kcal/mol: 25.6

5.
Entry from the Open Molecules 2025 dataset: an isolated molecule of C17H21NO6 (ωB97M-V with the def2-TZVPD basis set).

XYZ file:
```
45
Properties=species:S:1:pos:R:3:nbo_charge:R:1
C -3.186 1.491 1.638 -0.25
O -2.431 0.835 0.590 -0.53
C -1.092 0.893 0.463 0.51
N -0.539 1.294 1.579 -0.52
C 0.764 1.382 1.660 0.23
C 1.379 1.706 2.885 0.19
C 2.777 1.400 2.951 0.25
C 3.554 1.009 1.884 -0.28
C 2.939 0.836 0.642 -0.14
C 1.533 0.971 0.546 -0.27
C 1.029 0.641 -0.596 0.48
O 1.802 0.411 -1.771 -0.53
C 2.101 1.701 -2.271 -0.27
C -0.420 0.473 -0.673 -0.18
C -1.226 -0.033 -1.829 -0.44
C -1.963 -1.344 -1.662 0.08
O -2.974 -1.232 -2.609 -0.74
C -1.118 -2.604 -1.994 0.21
C -0.179 -2.790 -0.832 -0.64
C -1.936 -3.828 -2.167 -0.61
O -0.462 -2.424 -3.269 -0.73
O 3.225 1.660 4.131 -0.46
C 2.161 2.199 4.850 0.23
O 0.950 2.212 4.098 -0.46
H -4.216 1.400 1.399 0.19
H -2.923 1.175 2.652 0.20
H -2.842 2.502 1.752 0.19
H 4.688 0.947 2.017 0.23
H 3.586 0.539 -0.136 0.22
H 3.089 1.998 -1.835 0.18
H 1.356 2.547 -1.965 0.19
H 2.224 1.581 -3.351 0.20
H -0.562 0.049 -2.775 0.24
H -2.002 0.702 -1.918 0.23
H -2.384 -1.319 -0.672 0.19
H -3.810 -1.075 -2.137 0.48
H -0.530 -2.527 0.226 0.22
H 0.156 -3.848 -0.762 0.21
H 0.669 -2.103 -0.942 0.23
H -2.478 -3.724 -3.067 0.22
H -1.295 -4.674 -2.213 0.21
H -2.687 -3.955 -1.415 0.20
H -1.084 -2.002 -3.898 0.48
H 2.376 3.211 5.014 0.15
H 1.980 1.715 5.781 0.17
```

Structure (SMILES): COc1nc2c3c(ccc2c(OC)c1C[C@@H](O)C(C)(C)O)OCO3
Multiplicity: 1
Energy, Eh: -1166.45900
Energy relative to the best compared isomer or geometry (same formula, charge and spin), kcal/mol: 111.1